Entry 1:
The following is a DFT calculation (ωB97M-V/def2-TZVPD) of C24H43FMoP2 as an isolated structure at a distorted geometry.

Values from the calculation:
HOMO energy (spin up / spin down)	-13.58 / -13.58	eV
spin multiplicity	3
LUMO energy (spin up / spin down)	-9.39 / -8.61	eV
gap between HOMO and LUMO (spin up / spin down)	4.18 / 4.97	eV
net charge	+2

Last column: Mulliken charge in e.
CARTESIAN COORDINATES (ANGSTROEM)
1 Mo -0.06559 -0.07726 -0.11001  -0.75
2 C -0.78389 -1.98557 0.75994  0.63
3 C 0.59313 -2.11551 0.34138  0.92
4 C 0.50580 -0.50542 2.02739  0.32
5 C -0.83874 -0.97785 1.79177  0.79
6 C 1.39059 -1.20965 1.13384  0.79
7 C -1.95223 -2.77614 0.27821  -1.46
8 H -1.73908 -3.26643 -0.67501  0.25
9 H -2.82453 -2.13045 0.15049  0.40
10 H -2.23077 -3.54961 1.00211  0.37
11 C -2.04661 -0.53257 2.53920  -1.55
12 H -2.97088 -0.84510 2.04137  0.37
13 H -2.07031 0.55482 2.63241  0.38
14 H -2.03976 -0.95687 3.55122  0.35
15 C 0.89996 0.49768 3.05426  -1.61
16 H 0.88080 0.03182 4.04779  0.37
17 H 0.21187 1.34863 3.06614  0.39
18 H 1.90867 0.88553 2.87764  0.32
19 C 2.87822 -1.10107 1.13266  -1.45
20 H 3.30697 -1.69620 1.94717  0.36
21 H 3.19118 -0.06603 1.29243  0.38
22 H 3.30800 -1.45893 0.19331  0.32
23 C 1.13276 -3.07566 -0.66510  -1.73
24 H 1.50900 -3.99421 -0.19414  0.32
25 H 1.97427 -2.63833 -1.21524  0.37
26 H 0.36509 -3.37180 -1.38862  0.33
27 C -2.12544 0.92343 -6.75058  -0.32
28 C -2.00298 -0.40830 -6.83204  -0.61
29 C -1.09683 -1.13327 -7.78446  -0.77
30 C 0.27233 -0.46806 -8.11100  -1.04
31 C 1.03586 0.06099 -6.93103  -0.20
32 C 0.90986 1.27432 -6.38801  -0.54
33 C 0.00505 2.36823 -6.87282  -0.54
34 C -1.33173 1.93151 -7.53402  -0.97
35 H -1.61540 -1.30975 -8.74385  0.33
36 H 0.13818 0.28007 -8.90319  0.37
37 H -0.88302 -2.13123 -7.37061  0.31
38 H -1.14544 1.62618 -8.57284  0.34
39 H -2.89102 1.34471 -6.08958  0.47
40 H -2.68629 -1.04226 -6.25678  0.82
41 H -1.95100 2.84267 -7.59454  0.43
42 H -0.24690 3.01948 -6.01895  0.26
43 H 1.58361 1.55452 -5.56732  0.66
44 H 0.54655 3.01018 -7.59049  0.38
45 H 0.89451 -1.26605 -8.55117  0.40
46 H 1.78114 -0.62782 -6.51433  0.39
47 P -1.13560 -0.00392 -2.30775  1.61
48 P 1.52551 1.40266 -1.21110  1.31
49 C -0.29988 1.29108 -3.36332  -0.42
50 C 0.62122 2.24019 -2.61000  -0.97
51 H -1.11750 1.84419 -3.84594  0.72
52 H 0.23732 0.75857 -4.15866  -0.37
53 H 1.37920 2.67823 -3.27147  0.71
54 H 0.04415 3.05140 -2.14904  0.43
55 C 2.29656 2.65712 -0.18611  -1.25
56 H 2.95676 2.17370 0.54539  0.32
57 H 1.49990 3.18099 0.35253  0.37
58 H 2.87070 3.35218 -0.80929  0.46
59 C 2.95019 0.61520 -2.03752  -1.43
60 H 3.39888 1.34076 -2.73067  0.48
61 H 2.64617 -0.28579 -2.58976  0.34
62 H 3.69102 0.32460 -1.28097  0.40
63 C -2.82283 0.60871 -2.10354  -1.37
64 H -3.39314 -0.13436 -1.52717  0.38
65 H -3.29729 0.76843 -3.08061  0.41
66 H -2.78247 1.53758 -1.52198  0.44
67 C -1.26412 -1.47865 -3.33049  -0.87
68 H -0.29783 -2.00031 -3.36087  0.36
69 H -1.57183 -1.22083 -4.35569  -0.17
70 H -2.00390 -2.15829 -2.88389  0.44
71 F -0.77539 2.26068 -0.09384  -0.69

Atomic forces in eV per Å
-3.2 5.9 -0.4
1.0 -0.7 0.1
-0.2 -0.7 0.8
-0.4 -1.3 0.6
1.3 -0.2 0.8
-0.2 -0.1 0.3
-0.2 0.1 -0.3
0.0 0.0 0.2
0.0 -0.1 0.0
0.1 0.1 0.0
-0.3 0.2 -0.2
0.2 0.0 0.2
0.0 0.0 0.1
0.0 0.0 -0.2
0.1 0.4 -0.1
0.0 0.1 -0.2
0.0 -0.1 0.1
-0.2 -0.1 0.1
0.3 0.1 0.0
-0.1 0.0 -0.1
0.1 -0.2 0.0
0.0 0.0 0.2
0.1 -0.2 -0.4
-0.1 0.2 0.1
-0.2 -0.1 0.1
0.2 0.0 0.1
0.0 -0.5 0.2
-0.3 0.6 -0.2
0.5 -0.3 0.0
0.0 -0.6 -0.5
0.1 0.1 0.4
0.4 -0.2 -0.3
-0.4 0.3 0.1
0.0 0.7 -0.2
0.1 0.0 0.4
0.2 -0.2 0.4
-0.1 0.2 -0.1
-0.3 0.0 0.5
0.2 -0.2 -0.1
0.1 0.2 -0.1
0.3 -0.3 -0.1
0.1 -0.1 -0.2
-0.1 -0.1 -0.3
-0.1 -0.2 0.3
-0.3 0.3 0.0
-0.2 0.3 0.0
0.3 0.5 -1.9
1.1 0.2 -1.7
-0.2 -0.5 0.1
0.0 0.2 0.8
0.2 -0.1 0.0
-0.2 0.0 0.2
-0.1 -0.1 0.1
0.2 -0.2 0.0
-0.3 0.1 0.6
0.0 0.2 -0.2
0.2 0.1 -0.1
-0.1 -0.2 0.1
0.0 -0.2 0.1
0.0 -0.3 0.2
0.1 0.3 0.0
-0.1 0.1 -0.3
-0.2 -0.1 0.8
-0.1 0.2 -0.2
0.2 -0.1 0.2
-0.1 -0.1 -0.2
0.0 -0.5 -0.1
-0.2 0.2 -0.1
0.1 0.0 0.3
0.1 0.2 -0.2
1.0 -3.3 0.2



Entry 2:
The following is a DFT calculation (ωB97M-V/def2-TZVPD) of a 18-piece molecular cluster, C32H91F9N3O18 overall at a distorted geometry.

Values from the calculation:
HOMO energy	-11.04	eV
LUMO energy	-2.56	eV
gap between HOMO and LUMO	8.48	eV
net charge	+1

Last column: Mulliken charge in e.
CARTESIAN COORDINATES (ANGSTROEM)
1 C 0.92977 6.70227 -2.00842  -1.34
2 C 0.15475 5.39681 -1.90177  0.11
3 O 0.16379 4.73060 -3.13334  -0.40
4 C -0.94519 3.89983 -3.40892  -0.88
5 C -0.60532 2.41033 -3.25410  -0.84
6 C -1.11621 1.74798 -1.98271  2.16
7 C -0.18626 0.54374 -1.67283  -1.48
8 C -0.81301 -0.73480 -1.14956  -0.82
9 C -2.59728 1.41384 -2.09513  -1.78
10 N -3.04392 1.31771 -0.67505  -0.20
11 C -2.14607 2.11055 -0.00608  0.07
12 N -2.21470 2.35108 1.26482  -0.06
13 C -1.21334 3.12187 2.00005  -0.70
14 C -0.13394 2.15891 2.52062  -0.60
15 C 0.19235 2.32735 3.97658  0.89
16 F 0.31225 3.66241 4.23711  -0.33
17 F -0.77985 1.85851 4.79511  -0.31
18 C 1.54560 1.67584 4.35679  0.32
19 F 2.52594 2.45518 3.84514  -0.20
20 F 1.67314 1.64518 5.70414  -0.28
21 C 1.74687 0.23626 3.82636  0.47
22 F 1.82398 0.24759 2.47469  -0.16
23 F 2.92872 -0.20693 4.31915  -0.30
24 C 0.69559 -0.81752 4.27381  0.64
25 F -0.54444 -0.55758 3.81653  -0.27
26 F 0.69443 -0.93364 5.60551  -0.24
27 F 1.08258 -1.99314 3.74510  -0.22
28 N -1.11767 2.60366 -0.77733  -0.18
29 H 1.70024 6.59983 -2.75805  0.34
30 H 1.37732 6.93341 -1.04950  0.39
31 H 0.26499 7.51542 -2.26942  0.22
32 H 0.61021 4.79753 -1.10868  0.12
33 H -0.86402 5.63008 -1.58136  0.27
34 H -1.19502 4.03354 -4.44576  0.13
35 H -1.83358 4.17631 -2.84082  0.83
36 H 0.47259 2.34439 -3.26796  0.73
37 H -1.04050 1.87873 -4.09249  0.20
38 H 0.55546 0.87624 -0.95414  0.09
39 H 0.36369 0.29039 -2.56814  0.73
40 H -0.04850 -1.49681 -1.12395  0.09
41 H -1.59886 -1.12252 -1.78403  0.37
42 H -1.16752 -0.63270 -0.12982  -0.01
43 H -2.87252 0.60858 -2.75447  0.56
44 H -3.05744 2.32942 -2.47222  0.48
45 H -3.95234 1.75301 -0.55902  0.38
46 H -2.96793 1.92180 1.78140  0.29
47 H -0.75945 3.82527 1.32540  0.04
48 H -1.71405 3.65039 2.79762  0.66
49 H -0.42507 1.14678 2.27532  0.12
50 H 0.77789 2.36293 1.97280  0.42
51 H -1.37723 3.58086 -0.93732  0.44
52 C 0.78544 -2.94129 8.46725  -0.15
53 O 2.17033 -2.60530 8.42296  -0.52
54 H 0.67324 -3.80762 9.11553  0.28
55 H 0.19952 -2.11661 8.88424  0.32
56 H 0.41249 -3.19261 7.47177  -0.15
57 H 2.27047 -1.84039 7.85396  0.29
58 C -2.64081 0.81111 -6.66936  -0.67
59 O -3.16825 1.33961 -5.45387  -0.40
60 H -1.57594 0.64046 -6.52556  0.13
61 H -3.11838 -0.13955 -6.92333  0.39
62 H -2.77311 1.51585 -7.49396  0.28
63 H -4.11538 1.48848 -5.59032  0.34
64 C -1.96693 -4.51836 5.45054  -0.75
65 O -0.58169 -4.16237 5.36896  -0.30
66 H -2.03894 -5.40637 6.07009  0.24
67 H -2.54935 -3.71565 5.90814  0.30
68 H -2.37192 -4.74074 4.46137  0.34
69 H -0.51224 -3.38047 4.81903  0.13
70 C 1.66736 -3.45120 -2.75513  0.22
71 O 0.48690 -2.76216 -3.18117  -0.45
72 H 1.94051 -3.06684 -1.77557  -0.32
73 H 1.48535 -4.52476 -2.67407  0.30
74 H 2.49482 -3.27355 -3.44480  0.15
75 H 0.24803 -3.10190 -4.04582  0.26
76 C 0.56641 3.26689 -6.96571  -0.60
77 O -0.74741 3.73667 -6.64355  -0.44
78 H 0.56715 2.18548 -6.86068  0.16
79 H 0.82858 3.52163 -7.99295  0.35
80 H 1.30778 3.69176 -6.28437  0.27
81 H -0.73790 4.69114 -6.74499  0.25
82 C 0.53714 -7.50637 4.36388  -0.53
83 O 0.66478 -6.37366 3.50693  -0.41
84 H 0.74921 -8.39773 3.77802  0.27
85 H 1.24180 -7.44163 5.19244  0.21
86 H -0.47902 -7.57541 4.76255  0.18
87 H 0.46729 -5.59498 4.03659  0.27
88 C 1.88121 -4.78115 0.82839  -0.74
89 O 1.93457 -3.59587 0.02351  -0.35
90 H 2.11845 -5.63379 0.19969  0.32
91 H 2.60434 -4.72799 1.64450  0.28
92 H 0.88168 -4.91198 1.24499  0.29
93 H 1.71980 -2.85274 0.58957  0.05
94 C -0.28034 -7.46881 8.50260  -0.61
95 O 0.74776 -6.94486 7.66821  -0.41
96 H -0.62569 -8.39596 8.05305  0.25
97 H 0.09532 -7.68259 9.50646  0.30
98 H -1.12399 -6.77555 8.57351  0.24
99 H 1.05585 -6.12452 8.05968  0.24
100 C -7.22050 1.06663 -5.65359  -0.57
101 O -5.98566 1.78144 -5.76447  -0.49
102 H -7.11627 0.35933 -4.83632  0.23
103 H -8.04254 1.74887 -5.43215  0.25
104 H -7.43773 0.51897 -6.57180  0.26
105 H -6.07235 2.40948 -6.48602  0.25
106 C -4.18662 -2.07129 1.47772  -0.70
107 O -2.91650 -1.42623 1.40738  -0.34
108 H -4.15827 -2.75696 2.31936  0.14
109 H -4.99130 -1.34784 1.63756  0.28
110 H -4.38835 -2.63779 0.56615  0.30
111 H -2.91755 -0.82500 0.65759  0.20
112 C -6.13349 -5.49547 5.48953  -0.56
113 O -4.98326 -5.38416 6.32417  -0.45
114 H -5.94719 -6.29942 4.78315  0.22
115 H -7.02309 -5.73909 6.07482  0.29
116 H -6.30916 -4.56973 4.93393  0.23
117 H -5.14672 -4.67839 6.95290  0.27
118 C 3.38820 -0.53516 -0.87111  0.49
119 O 3.16689 0.02068 -2.15926  -0.44
120 H 2.58479 -0.19888 -0.21528  -0.28
121 H 3.37872 -1.62671 -0.91852  0.22
122 H 4.34436 -0.19267 -0.46730  -0.02
123 H 3.88843 -0.28655 -2.71801  0.20
124 C 4.77253 4.46323 3.70299  -0.42
125 O 5.75776 5.48262 3.80620  -0.54
126 H 4.08016 4.76838 2.92168  0.19
127 H 5.22088 3.50525 3.42370  0.22
128 H 4.22119 4.34865 4.63970  0.26
129 H 6.37784 5.22964 4.49292  0.30
130 C 0.51138 0.99750 -9.69508  -0.56
131 O 1.78759 1.62372 -9.76955  -0.52
132 H 0.53554 0.29485 -8.86581  0.18
133 H -0.27489 1.73637 -9.51183  0.24
134 H 0.28603 0.44890 -10.61279  0.36
135 H 1.77269 2.24007 -10.50453  0.30
136 C -2.81015 7.67951 -3.58073  -0.59
137 O -3.20277 6.31371 -3.43398  -0.45
138 H -2.29717 7.97262 -2.66858  0.18
139 H -2.12775 7.80323 -4.42469  0.27
140 H -3.67931 8.32565 -3.71910  0.31
141 H -3.65646 6.05285 -4.23829  0.27
142 C 5.76260 -2.30474 -3.79204  -0.52
143 O 5.98740 -1.11098 -3.03914  -0.48
144 H 4.74028 -2.27553 -4.16065  0.13
145 H 6.44428 -2.36362 -4.64305  0.33
146 H 5.88816 -3.19201 -3.16750  0.28
147 H 6.88976 -1.13804 -2.71427  0.27
148 C 7.02603 1.00086 0.46615  -0.35
149 O 7.96318 1.60077 -0.42111  -0.53
150 H 6.70227 0.06442 0.01925  0.06
151 H 7.48306 0.78941 1.43669  0.31
152 H 6.15382 1.64710 0.60196  0.20
153 H 8.25202 2.42905 -0.03381  0.29

Atomic forces in eV per Å
-0.4 -0.3 0.2
0.3 0.4 0.4
-0.3 0.2 -0.1
0.2 -0.8 -0.3
-0.3 1.1 0.6
0.5 -1.1 -0.4
-0.4 -0.2 -0.1
0.2 0.1 0.3
-0.2 1.1 -0.1
0.3 0.4 -0.1
0.5 -0.3 -0.3
-0.6 0.4 0.3
0.1 -0.6 0.3
-0.1 0.5 -0.5
0.1 0.4 0.0
0.0 -0.2 0.1
0.0 0.0 -0.1
-0.1 0.2 0.5
-0.2 -0.4 0.0
0.0 0.1 -0.5
0.6 -0.2 0.4
-0.1 -0.1 0.4
-0.4 0.2 -0.3
0.2 -0.6 -0.2
0.7 -0.2 0.4
-0.3 0.2 -0.6
-0.3 0.3 0.2
-0.5 0.1 0.7
0.3 0.0 -0.1
0.2 0.1 0.1
0.0 0.2 -0.3
0.1 -0.4 0.0
-0.3 -0.1 -0.1
-0.1 0.3 -0.4
-0.1 0.3 0.2
0.3 -0.2 -0.2
0.1 -0.3 -0.2
0.2 0.2 0.0
0.1 0.0 -0.3
0.2 -0.3 0.0
-0.3 0.0 -0.1
-0.2 0.0 0.2
0.0 -0.5 0.2
-0.2 -0.1 -0.4
-0.4 -0.6 0.2
-0.1 -0.1 0.1
0.0 0.4 -0.1
-0.1 0.2 0.1
0.0 -0.2 0.2
0.2 0.0 -0.1
0.6 0.2 -0.3
0.2 0.2 -0.2
-0.1 -0.2 0.1
0.1 0.0 0.1
-0.1 -0.1 0.0
-0.1 -0.1 0.0
0.0 0.1 -0.1
-0.2 0.1 0.2
0.1 -0.1 0.0
0.0 0.0 0.0
0.0 0.0 0.0
0.1 0.0 0.0
0.0 -0.1 0.1
0.2 0.1 -0.1
0.0 -0.2 0.0
0.0 0.0 0.0
0.0 0.0 0.0
-0.1 -0.1 0.0
0.0 0.1 -0.1
0.0 0.4 -0.3
0.1 0.0 0.0
-0.2 -0.2 -0.6
0.0 0.0 0.1
0.0 0.0 -0.1
-0.1 0.0 -0.1
-0.1 0.3 0.1
0.1 -0.2 -0.1
0.0 0.0 0.0
0.1 -0.1 0.0
0.0 -0.1 0.0
0.0 0.1 0.0
0.0 0.3 0.0
0.0 -0.1 -0.2
0.0 0.0 -0.1
-0.1 -0.1 0.1
0.0 -0.1 0.1
-0.1 0.1 0.2
-0.1 0.3 0.2
0.1 -0.3 0.7
0.0 0.0 -0.1
0.0 -0.1 0.0
0.1 -0.2 0.0
0.0 0.1 0.1
0.2 0.2 0.0
-0.2 -0.1 0.1
0.0 0.0 0.0
-0.1 0.0 0.0
0.0 -0.1 0.0
0.1 0.1 0.0
0.1 0.1 -0.1
-0.1 0.0 0.0
0.0 0.0 0.0
0.0 0.0 0.0
0.0 0.0 0.0
0.0 0.1 0.0
0.1 0.2 -0.2
-0.1 0.1 0.3
0.0 0.0 0.0
0.0 -0.1 0.0
0.0 0.0 0.0
-0.1 -0.1 -0.2
0.1 0.1 0.2
0.0 0.0 -0.2
0.0 0.0 0.0
0.0 0.0 -0.1
0.0 0.0 0.0
0.0 0.0 0.1
0.2 0.0 -0.4
-0.2 0.0 0.1
0.0 0.0 0.0
0.0 0.0 0.2
0.0 -0.1 0.1
0.2 0.1 0.0
0.2 0.2 0.1
-0.1 -0.1 -0.1
0.0 0.0 0.0
-0.1 0.0 0.0
0.0 -0.1 0.0
0.1 0.0 0.1
0.1 0.2 -0.2
-0.1 -0.1 0.2
0.0 0.0 0.0
-0.1 -0.1 0.0
-0.1 0.0 0.0
0.1 0.0 -0.1
-0.1 -0.2 -0.1
0.1 0.1 0.1
0.0 0.0 0.0
0.0 0.1 0.0
0.0 0.1 0.0
0.0 -0.1 -0.1
0.2 0.1 0.1
-0.3 -0.2 -0.1
0.0 0.0 0.0
-0.1 0.0 0.0
0.0 0.0 0.0
0.1 0.2 0.1
0.2 0.3 -0.1
-0.1 -0.2 0.0
0.0 0.0 0.0
-0.1 0.0 0.0
-0.1 -0.1 0.1
0.1 0.1 0.0



> Which of these has the highest net charge?

C24H43FMoP2



> Which value of net charge does entry 1 give?

+2